Entry from the OMol25 dataset: a molecular structure, C26H55Cl4NO16 at a distorted geometry (ωB97M-V/def2-TZVPD).

Calculated values
- E_HOMO (eV) = -6.49
- energy (eV) = -112154.0258
- max |F| (Eh/bohr) = 0.3845
- E_LUMO (eV) = 0.49
- net charge = 0
- energy above the lowest of the compared OMol25 structures with the same formula, charge and spin (kcal per mole) = 878.9

The geometry in XYZ format:
```
102
C26H55Cl4NO16 | the OMol25 dataset | ωB97M-V/def2-TZVPD
C -4.273 -6.248 3.277
C -3.203 -5.283 2.700
C -1.686 -5.736 2.856
O -0.705 -4.826 2.140
C 0.592 -5.238 2.103
N -3.566 -5.117 1.302
H -4.101 -6.530 4.315
H -4.382 -7.153 2.680
H -5.197 -5.690 3.434
H -3.479 -4.361 3.212
H -1.590 -6.722 2.402
H -1.404 -5.951 3.887
H 0.699 -6.174 1.555
H 0.980 -5.314 3.119
H 1.396 -4.584 1.766
H -2.951 -4.359 1.042
H -4.519 -4.786 1.246
C -1.995 1.366 -1.964
C -1.370 2.569 -2.705
O -2.251 3.717 -2.727
C -1.836 4.850 -2.256
O -0.713 5.128 -1.886
O -2.885 5.743 -2.258
C -2.754 7.106 -2.148
H -2.461 1.819 -1.089
H -1.164 0.766 -1.593
H -2.767 0.905 -2.579
H -1.396 2.269 -3.753
H -0.315 2.737 -2.488
H -1.876 7.454 -2.692
H -2.726 7.503 -1.134
H -3.566 7.512 -2.751
C -0.581 1.886 -0.176
C 0.590 1.130 0.427
O 0.076 -0.156 0.739
C 1.020 -1.120 1.149
O 2.251 -0.917 1.383
O 0.465 -2.408 1.108
C 1.387 -3.531 0.975
H -0.178 2.882 -0.361
H -1.477 1.942 0.441
H -0.726 1.451 -1.164
H 0.933 1.563 1.367
H 1.440 1.240 -0.245
H 2.077 -3.490 0.132
H 0.759 -4.421 0.947
H 1.832 -3.509 1.970
C 1.724 0.388 -1.312
C 2.937 1.170 -1.770
O 3.030 1.245 -3.227
C 4.177 1.333 -3.860
O 5.290 1.508 -3.306
O 3.942 1.221 -5.149
C 4.996 1.259 -6.043
H 1.677 -0.670 -1.569
H 0.776 0.811 -1.645
H 1.846 0.359 -0.230
H 3.826 0.658 -1.402
H 2.975 2.131 -1.256
H 4.648 0.730 -6.931
H 5.900 0.786 -5.662
H 5.062 2.319 -6.286
C -2.259 1.502 1.914
C -3.768 1.086 1.847
O -4.789 1.608 2.677
C -5.139 2.967 2.421
O -4.673 3.633 1.453
O -5.892 3.336 3.446
C -6.385 4.663 3.473
H -2.211 2.591 1.883
H -1.668 1.035 1.126
H -1.948 1.170 2.905
H -3.789 0.002 1.963
H -4.068 1.376 0.840
H -6.755 5.126 2.559
H -5.629 5.294 3.941
H -7.089 4.747 4.301
C 2.956 -1.773 -0.344
C 3.973 -2.683 -1.050
O 4.375 -2.239 -2.348
C 3.552 -2.290 -3.356
O 2.353 -2.542 -3.333
O 4.140 -1.960 -4.544
C 5.493 -1.496 -4.700
H 2.863 -1.976 0.723
H 1.983 -1.858 -0.829
H 3.215 -0.715 -0.333
H 3.652 -3.719 -1.162
H 4.877 -2.576 -0.450
H 5.582 -0.714 -3.947
H 5.671 -1.070 -5.687
H 6.204 -2.302 -4.520
C 1.822 0.129 3.320
Cl 2.111 1.324 4.700
Cl 1.597 -1.486 3.911
H 0.930 0.517 2.828
H 2.672 0.163 2.638
C 0.208 2.875 2.815
Cl -0.771 1.429 3.185
Cl 1.064 2.903 1.267
H -0.503 3.696 2.724
H 0.837 3.070 3.683
```

Here are the Mulliken charges for atoms 1 to 8, given in e: -1.56 0.62 -0.87 -0.03 -1.26 -0.73 0.38 0.37